one) {"formula": "C9H15NO2", "method": "wB97M-V/def2-TZVPD", "charge": 0, "gap_ev": 7.39, "lumo_ev": -0.153, "homo_ev": -7.54, "elements": ["C", "C", "C", "C", "C", "C", "C", "C", "C", "N", "O", "O", "H", "H", "H", "H", "H", "H", "H", "H", "H", "H", "H", "H", "H", "H", "H"], "xyz": [[2.0229, 0.5215, 0.6350], [1.2368, -0.2998, 1.3183], [-0.5831, 0.5289, 0.1529], [3.5348, 0.5842, 0.9485], [1.4564, -1.2240, 2.5193], [-1.0360, -0.7148, -2.0306], [-2.3488, 1.3111, -1.4498], [-2.6751, -0.6459, -0.1172], [-1.5894, 0.1147, -0.8985], [1.4314, 1.1715, -0.4135], [1.7644, 2.1678, -1.0689], [0.0105, -0.4593, 0.8345], [3.9642, 1.2646, 0.1780], [3.5258, 1.0013, 1.8825], [3.8990, -0.3900, 0.7425], [0.9179, -2.2616, 2.3342], [2.5101, -1.5172, 2.8349], [0.7894, -0.7135, 3.3543], [-0.7631, -1.6576, -1.5687], [-1.6103, -0.8509, -2.8913], [-0.1796, -0.3205, -2.4314], [-3.0342, 1.8534, -0.9566], [-1.6266, 2.0803, -1.7987], [-2.8441, 0.8932, -2.3408], [-2.3621, -1.6258, 0.2511], [-2.8951, -0.0465, 0.7347], [-3.5160, -0.7651, -0.7551]]}

=====

two) {"formula": "C9H15NO2", "method": "wB97M-V/def2-TZVPD", "charge": 0, "gap_ev": 8.62, "lumo_ev": 0.713, "homo_ev": -7.90, "elements": ["C", "C", "C", "C", "C", "C", "C", "C", "C", "N", "O", "O", "H", "H", "H", "H", "H", "H", "H", "H", "H", "H", "H", "H", "H", "H", "H"], "xyz": [[-1.8352, -0.5538, -0.0262], [-1.7865, 0.8082, 0.2148], [0.2491, 0.0503, 0.2813], [-2.9246, -1.5438, -0.2723], [-2.8568, 1.8450, 0.2757], [1.7959, -0.5154, -1.3248], [2.4391, -0.8517, 1.0841], [2.4074, 1.4836, 0.2194], [1.7486, 0.0515, 0.1339], [-0.5459, -0.9741, -0.0208], [-0.2396, -2.2631, -0.1356], [-0.4367, 1.1264, 0.4934], [-2.6451, -2.6391, -0.0486], [-3.8412, -1.1504, 0.3254], [-3.2010, -1.5445, -1.4284], [-3.3538, 2.0953, 1.2122], [-2.3508, 2.8325, -0.0015], [-3.5605, 1.5429, -0.4242], [2.8150, -0.5769, -1.7516], [1.4957, -1.6031, -1.3753], [1.2665, 0.1209, -1.9427], [3.3428, -1.2929, 0.7556], [2.5938, -0.3994, 2.0161], [1.7981, -1.7086, 1.2191], [3.2959, 1.4716, -0.3177], [1.7797, 2.1620, -0.3075], [2.5502, 2.0267, 1.1462]]}

=====

Stability summary: most stable two), least stable one).

=====

one) {"formula": "C5H5NO", "method": "wB97M-V/def2-TZVPD", "charge": 0, "gap_ev": 11.02, "lumo_ev": 0.878, "homo_ev": -10.14, "elements": ["N", "C", "C", "O", "C", "C", "C", "H", "H", "H", "H", "H"], "xyz": [[2.4261, 1.7075, -0.5608], [1.8292, 0.7399, -0.3510], [1.0079, -0.4650, -0.1524], [0.5895, -0.6377, 1.2120], [-0.7807, -0.6419, 0.8048], [-1.1422, 0.6666, 0.1909], [-0.4367, -0.3835, -0.6381], [1.5595, -1.3449, -0.5026], [-1.4455, -1.3420, 1.3029], [-2.1854, 0.8415, -0.0647], [-0.6191, 1.5619, 0.5201], [-0.8066, -0.7954, -1.5714]]}

=====

two) {"formula": "C5H5NO", "method": "wB97M-V/def2-TZVPD", "charge": 0, "gap_ev": 7.41, "lumo_ev": -0.738, "homo_ev": -8.15, "elements": ["O", "C", "C", "C", "C", "C", "N", "H", "H", "H", "H", "H"], "xyz": [[1.5947, -1.1199, 0.7767], [1.3074, 0.1010, 0.1407], [-0.1228, 0.2320, -0.3395], [-1.1651, -0.0292, 0.5808], [-1.9707, -0.2269, 1.4618], [-0.4020, 0.6819, -1.6268], [-0.6207, 1.1259, -2.7323], [0.9716, -1.2175, 1.5104], [1.4899, 0.9513, 0.8177], [2.0026, 0.1920, -0.6982], [-0.3931, -0.3560, -2.1333], [-2.6917, -0.3347, 2.2421]]}

=====

three) {"formula": "C5H5NO", "method": "wB97M-V/def2-TZVPD", "charge": 0, "gap_ev": [7.34, 7.04], "lumo_ev": [-0.390, -0.327], "homo_ev": [-7.73, -7.37], "elements": ["O", "C", "C", "C", "N", "C", "C", "H", "H", "H", "H", "H"], "xyz": [[-0.0525, -1.6793, -1.2226], [0.1129, -0.6168, -0.4182], [0.4492, 0.6468, -1.1492], [0.6443, 1.8583, -0.2334], [-0.0630, 1.8002, 0.8883], [-0.0649, -0.6151, 0.9264], [-0.3198, 0.6766, 1.5058], [-0.3930, -2.4281, -0.7117], [-0.2907, -1.5170, 1.4888], [1.4056, 0.5204, -1.6687], [-0.2856, 0.8137, -1.9517], [-0.8505, 0.7307, 2.4556]]}

=====

Stability summary: most stable one), least stable two).

=====

one) {"formula": "C5H5NO", "method": "wB97M-V/def2-TZVPD", "charge": 0, "gap_ev": [8.53, 8.53], "lumo_ev": [0.112, 0.112], "homo_ev": [-8.42, -8.42], "elements": ["C", "C", "C", "C", "C", "O", "N", "H", "H", "H", "H", "H"], "xyz": [[-0.1114, -0.9172, -0.2571], [-0.5126, 0.2811, 0.2932], [1.2849, -1.1029, -0.3464], [1.5122, 0.8944, 0.7557], [-1.3839, 1.2637, 0.2048], [-0.9304, -1.9857, -0.4866], [1.9764, -0.0652, 0.1093], [-1.8448, -1.6793, -0.5083], [1.7638, -2.0332, -0.6020], [1.7502, 1.9308, 0.5266], [-1.5030, 2.0004, 0.9907], [-2.0015, 1.4132, -0.6799]]}

=====

two) {"formula": "C5H5NO", "method": "wB97M-V/def2-TZVPD", "charge": 0, "gap_ev": 10.51, "lumo_ev": 0.331, "homo_ev": -10.17, "elements": ["O", "C", "C", "C", "C", "C", "N", "H", "H", "H", "H", "H"], "xyz": [[1.6515, 1.0180, 1.6386], [1.3702, 0.3490, 0.6970], [0.3731, -0.7084, 0.3673], [-1.0800, -0.9323, 0.1323], [-0.2916, 0.0296, -0.8098], [-0.7278, 1.3878, -0.5396], [-1.0735, 2.4837, -0.3993], [1.8349, 0.5152, -0.4709], [0.9495, -1.5304, -0.0718], [-1.8633, -0.4587, 0.7368], [-1.3123, -1.9545, -0.1479], [0.6745, 0.1291, -1.4558]]}

=====

Stability summary: most stable one), least stable two).

=====

one) {"formula": "C5H5NO", "method": "wB97M-V/def2-TZVPD", "charge": 0, "gap_ev": 8.37, "lumo_ev": -0.268, "homo_ev": -8.64, "elements": ["O", "C", "C", "C", "C", "C", "N", "H", "H", "H", "H", "H"], "xyz": [[1.5580, 1.5446, -0.7006], [1.2837, 0.6717, 0.3548], [-0.2290, 0.4330, 0.3803], [-0.7016, -0.1995, -0.9671], [-1.4112, -1.2938, -0.6221], [-0.8075, -0.7326, 0.9814], [-1.5969, -1.6437, 1.0086], [1.0820, 1.1784, -1.4680], [1.8066, -0.2914, 0.2546], [1.6155, 1.1514, 1.2800], [-0.7897, 1.3295, 0.6535], [-1.8099, -2.1475, -1.1556]]}

=====

two) {"formula": "C5H5NO", "method": "wB97M-V/def2-TZVPD", "charge": 0, "gap_ev": [8.67, 8.67], "lumo_ev": [0.326, 0.326], "homo_ev": [-8.35, -8.34], "elements": ["O", "C", "C", "C", "N", "C", "C", "H", "H", "H", "H", "H"], "xyz": [[-0.1086, 1.5556, -0.9752], [-0.1605, 0.2333, -0.7714], [1.7914, -0.2492, 0.4233], [0.8721, -0.5754, 1.3653], [-0.2696, -0.7239, 1.7209], [-1.0507, -0.3483, 0.2407], [-2.1874, -0.4941, -0.2610], [-0.3769, 2.0057, -0.1595], [0.0636, -0.3157, -1.6792], [2.3530, -1.0500, -0.0524], [2.2992, 0.7095, 0.4960], [-3.2256, -0.7474, -0.3476]]}

=====

three) {"formula": "C5H5NO", "method": "wB97M-V/def2-TZVPD", "charge": 0, "gap_ev": 8.70, "lumo_ev": 0.018, "homo_ev": -8.68, "elements": ["O", "C", "C", "C", "C", "C", "N", "H", "H", "H", "H", "H"], "xyz": [[0.9941, -0.0857, 2.0781], [0.1465, 0.5621, 1.5949], [-0.7481, 1.5177, 1.3526], [-1.6368, 1.5755, 0.3639], [-0.1971, -0.7717, -0.3772], [1.0863, -0.6755, -1.2360], [0.5805, -1.7877, -0.5024], [-2.3810, 2.3590, 0.2528], [-1.6227, 0.7682, -0.3799], [1.9553, -0.1510, -0.8410], [0.9792, -0.6967, -2.3169], [0.8438, -2.6141, 0.0110]]}

=====

four) {"formula": "C5H5NO", "method": "wB97M-V/def2-TZVPD", "charge": 0, "gap_ev": 10.33, "lumo_ev": 0.176, "homo_ev": -10.16, "elements": ["O", "C", "C", "C", "C", "C", "N", "H", "H", "H", "H", "H"], "xyz": [[-1.9062, -0.7499, 0.3257], [-0.7575, -0.6406, -0.0526], [-0.4085, -0.7757, -1.4397], [-0.2284, -1.0567, -2.5884], [0.4160, -0.2560, 0.7423], [0.5864, 1.2032, 0.7578], [0.3187, 0.3955, 2.0041], [-0.0440, -1.2705, -3.6052], [1.3393, -0.7824, 0.5771], [-0.2340, 1.8618, 0.4722], [1.5978, 1.5646, 0.6168], [-0.6796, 0.5067, 2.1899]]}

=====

Stability summary: most stable four), least stable one).

=====

one) {"formula": "C5H5NO", "method": "wB97M-V/def2-TZVPD", "charge": 0, "gap_ev": 10.28, "lumo_ev": 0.662, "homo_ev": -9.61, "elements": ["O", "C", "C", "C", "C", "C", "N", "H", "H", "H", "H", "H"], "xyz": [[-1.5985, -1.4191, 1.6917], [-1.0175, -0.9596, 0.7384], [-0.5173, 0.4548, 0.4820], [0.9276, 0.8208, 0.4743], [0.3549, 0.6153, -0.8869], [0.5283, -0.6896, -1.4531], [0.3873, -1.8426, -1.4651], [-0.7906, -1.5876, -0.1628], [-1.2642, 1.2343, 0.6056], [1.6448, 0.0840, 0.8162], [1.1695, 1.8438, 0.7294], [0.1756, 1.4455, -1.5695]]}

=====

two) {"formula": "C5H5NO", "method": "wB97M-V/def2-TZVPD", "charge": 0, "gap_ev": 10.89, "lumo_ev": 0.488, "homo_ev": -10.40, "elements": ["O", "C", "C", "C", "C", "C", "N", "H", "H", "H", "H", "H"], "xyz": [[-2.1293, -1.2300, 0.7318], [-0.9832, -0.9043, 0.9141], [-0.4497, 0.4556, 0.5434], [1.0173, 0.7116, 0.3988], [0.1641, 0.5981, -0.8380], [0.3002, -0.6000, -1.6374], [0.4231, -1.5831, -2.2355], [-0.2437, -1.5967, 1.3626], [-1.0779, 1.2817, 0.8645], [1.7196, -0.0984, 0.5842], [1.3934, 1.7005, 0.6406], [-0.0655, 1.4991, -1.3978]]}

=====

Stability summary: most stable two), least stable one).

=====

one) {"formula": "C4H12N2O", "method": "wB97M-V/def2-TZVPD", "charge": 1, "gap_ev": [9.72, 4.79], "s2": 0.75, "multiplicity": 2, "lumo_ev": [-3.114, -7.904], "homo_ev": [-12.83, -12.69], "elements": ["C", "N", "C", "O", "C", "N", "C", "H", "H", "H", "H", "H", "H", "H", "H", "H", "H", "H", "H"], "xyz": [[0.7218, 0.6594, 0.0440], [1.5646, -0.3971, 0.5232], [1.5599, -0.6267, 1.9846], [2.7220, -1.3088, 2.3226], [-0.3208, 0.0519, -0.8993], [-1.4633, 0.8928, -1.1071], [-2.6137, 0.4053, -1.8353], [1.2794, 1.4401, -0.4717], [0.1912, 1.1485, 0.8579], [2.5083, -0.3931, 0.1687], [1.5714, 0.3227, 2.5138], [0.6535, -1.1944, 2.1884], [2.5335, -2.1893, 2.6717], [0.1171, -0.1354, -1.8836], [-0.6145, -0.9490, -0.5869], [-1.7252, 1.5095, -0.3355], [-2.4174, 0.5223, -2.9070], [-3.5329, 0.9102, -1.5495], [-2.7348, -0.6684, -1.6990]]}

=====

two) {"formula": "C4H12N2O", "method": "wB97M-V/def2-TZVPD", "charge": 1, "gap_ev": [9.88, 4.96], "s2": 0.75, "multiplicity": 2, "lumo_ev": [-3.376, -8.228], "homo_ev": [-13.25, -13.19], "elements": ["C", "O", "C", "C", "C", "N", "N", "H", "H", "H", "H", "H", "H", "H", "H", "H", "H", "H", "H"], "xyz": [[0.3310, 0.8078, -1.6523], [-0.4988, 1.9728, -1.4829], [0.4494, 0.2068, -0.2393], [-0.1845, -1.1899, -0.1170], [-0.4561, -1.4700, 1.3599], [-1.4829, -0.6351, 1.8728], [1.8313, 0.1521, 0.2649], [1.3242, 1.1414, -1.9431], [-0.1475, 0.1741, -2.4016], [-0.6468, 2.4207, -2.2996], [-0.0590, 0.9192, 0.4169], [0.4614, -1.9771, -0.4959], [-1.1116, -1.1032, -0.6901], [0.4712, -1.2758, 1.9294], [-0.7479, -2.5187, 1.5408], [-2.1620, -0.0870, 1.3427], [-1.6878, -0.7669, 2.8733], [2.4785, -0.0729, -0.4801], [2.0861, 0.9839, 0.7744]]}

=====

three) {"formula": "C4H12N2O", "method": "wB97M-V/def2-TZVPD", "charge": 1, "gap_ev": [8.67, 4.58], "s2": 0.77, "multiplicity": 2, "lumo_ev": [-4.682, -8.764], "homo_ev": [-13.35, -13.34], "elements": ["N", "C", "N", "H", "H", "H", "H", "C", "C", "C", "O", "H", "H", "H", "H", "H", "H", "H", "H"], "xyz": [[1.7461, 0.8086, 1.2616], [1.6665, 0.2416, 2.4260], [2.2816, -0.9190, 2.6316], [1.2971, 1.7088, 1.1079], [2.1800, 0.3234, 0.4800], [1.1014, 0.7768, 3.1884], [1.8963, -1.4569, 3.4144], [-0.1623, 0.1920, -2.1221], [-1.1814, 0.2343, -0.9981], [-1.2783, -1.0746, -0.2391], [-2.4810, 0.4961, -1.4996], [-0.1292, 1.1365, -2.6616], [-0.4318, -0.5857, -2.8396], [0.8394, -0.0210, -1.7449], [-0.9325, 1.0262, -0.2658], [-0.3972, -1.2254, 0.3824], [-1.4027, -1.9189, -0.9112], [-2.1504, -1.0516, 0.4106], [-2.4617, 1.3087, -2.0209]]}

=====

Stability summary: most stable two), least stable three).